1.
Formula: C51H55BiN7O2SSe
Source: OMol25
Level of theory: ωB97M-V with the def2-TZVPD basis set

```
! wB97M-V def2-TZVPD RIJCOSX def2/J DEFGRID3
* xyz 1 1
Bi 0.27 -1.51 0.37
Se 0.16 0.89 1.45
S 5.56 -7.37 -2.56
O -1.86 -1.16 0.24
O 0.58 -0.26 -1.41
N 4.20 -7.55 -1.71
N -0.55 -2.49 2.70
N 2.80 -2.31 -0.72
N 2.13 -1.90 2.60
N 5.64 -5.76 -2.60
N 1.74 -2.70 3.47
N 1.08 -4.30 0.06
C 0.82 3.17 -0.11
C -5.94 -1.20 0.94
C 4.60 -5.30 -1.94
C 1.22 2.15 -5.08
C 1.10 3.19 -2.46
C -2.16 -4.02 3.58
C -0.38 0.46 -4.22
C 4.29 -3.91 -1.72
C 5.10 -2.88 -2.18
C 4.75 -1.58 -1.90
C 5.64 -1.51 3.77
C 6.11 -0.62 2.81
C -1.76 1.01 1.25
C 3.59 -1.35 -1.17
C 0.97 1.14 -3.95
C -5.54 -0.17 -1.31
C -1.18 -4.66 4.32
C 1.70 -6.99 -0.19
C 2.55 -6.02 -0.70
C 0.12 -4.20 4.25
C 3.12 -3.59 -0.99
C -1.79 -2.95 2.78
C -4.87 -0.85 -0.11
C -2.34 2.19 1.69
C 0.26 -5.24 0.51
C -4.28 -2.17 -0.61
C 5.26 -0.16 1.81
C -4.13 3.85 3.53
C 3.94 -0.59 1.78
C -4.34 3.69 2.01
C 0.72 1.07 -1.39
C 1.47 6.05 -2.55
C 3.47 -1.50 2.73
C -0.14 6.01 -0.65
C 2.23 -4.66 -0.52
C 0.94 1.82 -2.57
C 4.33 -1.95 3.74
C -3.70 2.38 1.55
C -2.47 -0.04 0.65
C 2.33 5.79 -0.23
C -3.87 0.14 0.52
C 1.05 3.91 -1.26
C 2.10 0.10 -4.01
C -4.42 1.34 0.98
C -3.68 4.86 1.27
C 0.65 1.80 -0.19
C 1.18 5.43 -1.18
C 0.41 -3.11 3.43
C 0.54 -6.60 0.44
C 3.76 -6.34 -1.43
C -5.84 3.73 1.73
H 6.31 -1.86 4.54
H -1.43 -5.51 4.94
H 2.16 5.40 0.77
H -6.08 0.73 -1.02
H -2.53 -2.42 2.18
H -6.05 3.64 0.66
H 2.19 2.64 -4.97
H 1.22 1.62 -6.03
H -1.18 1.20 -4.25
H -6.37 2.94 2.27
H -3.07 3.87 3.78
H -0.08 7.09 -0.60
H 3.27 -0.22 1.02
H 3.27 5.38 -0.60
H 5.98 -3.12 -2.76
H -6.26 4.68 2.06
H 7.14 -0.29 2.83
H -0.15 -7.32 0.86
H -3.77 4.72 0.19
H -5.48 -1.61 1.84
H -5.49 1.46 0.88
H 5.62 0.53 1.06
H -0.36 5.63 0.35
H -5.08 -2.76 -1.06
H -4.79 0.11 -2.06
H -3.51 -2.01 -1.37
H 2.17 -0.30 -5.02
H 1.96 -8.04 -0.30
H 2.43 6.88 -0.16
H -0.35 -0.05 -5.19
H -3.84 -2.75 0.20
H 0.44 2.91 -5.12
H 3.27 -0.34 -0.96
H 2.41 5.68 -2.96
H 3.05 0.57 -3.75
H -6.25 -0.85 -1.78
H 1.26 3.75 -3.37
H 1.56 7.13 -2.44
H -0.68 -4.89 0.94
H 1.91 -0.71 -3.32
H -6.55 -0.34 1.22
H 0.67 5.85 -3.26
H -4.16 5.80 1.54
H 0.92 -4.66 4.80
H 3.96 -2.63 4.48
H -6.62 -1.96 0.53
H -4.58 4.78 3.88
H -1.70 2.94 2.14
H -4.59 3.02 4.06
H -0.97 5.73 -1.31
H -2.62 4.94 1.51
H -3.20 -4.33 3.64
H -0.61 -0.28 -3.46
H 0.75 3.64 0.86
H 5.35 -0.75 -2.24
*
```

The relative energy (zero: lowest compared OMol25 entry of this formula, charge and spin) comes out at 24.2 kcal/mol. As for the LUMO energy: -3.802 eV. The HOMO energy is -10.0 eV.


2.
Formula: C2H2ClO2S
Source: OMol25
Level of theory: ωB97M-V with the def2-TZVPD basis set

```
! wB97M-V def2-TZVPD RIJCOSX def2/J DEFGRID3
* xyz -1 1
Cl -0.55 2.71 -0.46
S -1.62 -0.67 -0.15
O -0.92 -1.69 -0.97
O -1.66 -1.16 1.26
C 0.01 0.54 -0.23
C 1.23 0.22 0.09
H 2.16 0.74 -0.11
H 1.36 -0.69 0.57
*
```

The relative energy (zero: lowest compared OMol25 entry of this formula, charge and spin) comes out at 55.4 kcal/mol. As for the LUMO energy: 3.462 eV. The HOMO energy is -4.5 eV.


3.
Formula: C46H58CrIN4O2SSe
Source: OMol25
Level of theory: ωB97M-V with the def2-TZVPD basis set

```
! wB97M-V def2-TZVPD RIJCOSX def2/J DEFGRID3
* xyz -2 4
I 3.83 -1.64 2.79
Se 1.64 -0.34 0.46
Cr 0.31 -1.07 -1.50
S 1.26 -3.38 -1.49
O -0.94 -1.64 -0.10
O -0.50 0.75 -1.51
N 1.67 -0.59 -2.85
N 1.21 -5.82 -2.32
N -0.80 -1.24 -3.18
N 0.07 -4.26 -3.70
C 0.53 3.78 1.11
C -2.07 -1.42 -3.54
C 1.21 -0.40 -4.06
C 0.79 -4.57 -2.60
C 4.66 1.28 -3.60
C -1.57 0.06 5.95
C 0.92 -6.79 -3.15
C 0.72 1.51 0.33
C -0.83 3.00 -0.77
C 0.30 -0.85 1.73
C 1.10 2.52 1.19
C -1.57 -1.73 3.47
C -0.23 1.72 -0.68
C -3.02 2.27 -1.71
C 3.61 0.92 -2.77
C -3.19 -3.07 0.25
C 0.45 -0.56 3.06
C 0.20 -6.56 -4.33
C -1.19 3.06 -3.22
C 2.01 4.54 3.04
C 1.50 6.08 1.16
C 5.07 2.60 -3.68
C 3.38 3.23 -2.11
C -3.04 -2.79 1.75
C 1.40 -8.17 -2.77
C -0.43 3.98 0.13
C 0.91 0.03 5.81
C -3.02 -4.14 2.48
C -1.06 -0.51 -5.31
C -4.29 -2.01 2.20
C -2.46 4.68 -1.83
C -2.28 -0.98 -4.85
C -1.78 -1.99 2.12
C -0.20 -5.24 -4.53
C 2.68 -2.29 1.06
C -0.16 -0.67 -4.25
C -0.49 -1.01 3.98
C -0.36 -0.75 5.47
C 2.98 1.91 -2.02
C 4.42 3.58 -2.95
C -0.83 -1.51 1.18
C -0.29 5.46 2.80
C 3.10 -0.49 -2.67
C -0.31 -2.08 6.23
C -1.86 3.26 -1.86
C 0.93 4.94 2.02
H 2.27 5.41 3.65
H -0.02 -7.35 -5.02
H -0.68 4.68 3.44
H -1.19 -2.68 6.02
H -3.76 2.42 -2.50
H -3.50 2.39 -0.74
H -3.27 -2.14 -0.31
H -2.50 -0.48 5.77
H -2.13 -4.70 2.19
H 0.78 6.41 0.42
H -0.76 -4.97 -5.42
H 0.97 -8.44 -1.80
H 5.89 2.87 -4.34
H -2.64 1.25 -1.78
H -2.30 -2.10 4.18
H -4.30 -1.85 3.28
H 1.32 0.00 3.35
H 2.86 3.98 -1.53
H 0.93 0.99 5.31
H 0.97 0.20 6.89
H -1.89 3.26 -4.03
H 3.33 -0.89 -1.66
H -0.83 -0.09 -6.28
H -3.21 -0.98 -5.38
H 2.05 -3.10 1.42
H 1.64 3.76 3.69
H -3.01 -4.01 3.56
H 1.77 6.93 1.79
H -1.64 1.00 5.40
H 5.17 0.51 -4.17
H -2.96 4.87 -0.89
H 1.86 -0.10 -4.88
H 3.61 -1.13 -3.41
H -2.77 -1.86 -2.86
H 2.48 -8.16 -2.65
H -0.83 2.04 -3.31
H 0.57 -2.65 5.91
H 2.17 1.64 -1.36
H 1.11 -8.90 -3.52
H 4.73 4.62 -3.03
H 2.91 4.19 2.54
H 3.43 -2.70 0.39
H -1.08 5.77 2.12
H -3.18 4.77 -2.64
H -4.32 -1.03 1.72
H -5.20 -2.56 1.93
H -0.01 6.32 3.42
H -2.34 -3.62 -0.13
H 2.40 5.74 0.64
H -1.69 5.43 -1.98
H -0.34 3.74 -3.32
H 1.86 2.27 1.92
H -0.89 4.95 0.06
H -0.24 -1.92 7.30
H -1.50 0.28 7.01
H -4.10 -3.66 0.08
H -3.90 -4.74 2.21
H 1.80 -0.53 5.52
*
```

The relative energy (zero: lowest compared OMol25 entry of this formula, charge and spin) comes out at 21.8 kcal/mol. As for the LUMO energy (spin up / spin down): 4.106 / 4.106 eV. The HOMO energy (spin up / spin down) is -1.3 / -1.3 eV. The expectation value of S² is 3.788.


4.
Formula: C27H31CrF3N9O3S
Source: OMol25
Level of theory: ωB97M-V with the def2-TZVPD basis set

```
! wB97M-V def2-TZVPD RIJCOSX def2/J DEFGRID3
* xyz 2 4
Cr -0.13 -0.07 -0.04
S 2.20 1.80 -1.32
F -7.25 -3.76 5.08
F -6.35 -2.61 6.68
F -5.60 -4.58 6.21
O 1.15 2.76 -1.59
O -0.10 1.63 1.18
O 2.85 1.83 -0.03
N -1.34 1.51 -0.66
N 0.91 0.08 -3.64
N 6.28 2.15 -5.52
N -0.16 -1.05 -1.83
N -2.65 2.00 -2.54
N 2.50 -2.44 3.36
N 1.52 0.29 -1.32
N -2.12 3.59 -0.90
N 1.32 -1.19 1.03
C 4.03 2.54 -4.79
C -3.57 -1.15 4.03
C -1.29 3.64 0.31
C -5.11 -2.86 4.69
C -2.80 4.73 -1.49
C -4.86 -3.56 3.51
C 2.85 -1.03 2.99
C -4.47 -1.66 4.94
C 0.79 -0.21 -2.35
C 5.64 1.48 -3.31
C -1.55 -0.88 1.10
C -3.95 -3.05 2.60
C -6.09 -3.45 5.67
C 5.34 2.05 -4.56
C -1.00 -1.67 -2.67
C 1.02 -2.58 1.39
C -2.06 2.36 -1.41
C 1.70 -0.40 2.22
C -3.30 -1.85 2.85
C 4.68 1.41 -2.33
C 2.16 -3.25 2.13
C 3.39 1.89 -2.57
C -2.35 -1.32 1.90
C -0.89 -1.47 -4.02
C 0.08 -0.56 -4.45
C -0.85 2.22 0.38
C 3.08 2.45 -3.81
H -0.42 4.29 0.17
H -1.86 3.96 1.18
H -3.80 4.46 -1.79
H 3.27 -2.88 3.86
H 3.08 -3.30 1.54
H 2.00 0.60 1.90
H 7.21 1.78 -5.38
H -3.76 -3.59 1.68
H -5.37 -4.49 3.32
H 0.11 -2.58 1.98
H 3.06 -0.48 3.91
H 3.76 -1.08 2.39
H 2.08 2.83 -3.98
H -1.75 -2.31 -2.22
H -2.88 5.51 -0.73
H 1.70 -2.44 3.99
H 4.93 1.00 -1.36
H 3.79 2.99 -5.74
H 6.07 2.53 -6.42
H -2.60 1.03 -2.83
H 6.64 1.13 -3.12
H 0.19 -0.34 -5.51
H -4.69 -1.12 5.86
H -3.18 2.64 -3.09
H -2.24 5.13 -2.34
H -1.53 -1.98 -4.72
H 2.08 -1.14 0.35
H 1.89 -4.26 2.45
H 0.81 -0.30 2.85
H 0.81 -3.15 0.48
H -3.07 -0.21 4.22
*
```

The relative energy (zero: lowest compared OMol25 entry of this formula, charge and spin) comes out at 0.0 kcal/mol. As for the LUMO energy (spin up / spin down): -5.066 / -5.155 eV. The HOMO energy (spin up / spin down) is -12.1 / -12.1 eV. The expectation value of S² is 3.786.


5.
Formula: C13H27NO23S5
Source: OMol25
Level of theory: ωB97M-V with the def2-TZVPD basis set

```
! wB97M-V def2-TZVPD RIJCOSX def2/J DEFGRID3
* xyz 0 1
S 3.86 0.56 -4.26
S -2.98 -5.94 2.57
S 4.10 5.23 3.18
S -2.54 1.56 -6.32
S 0.64 1.13 -0.03
O 2.50 -0.31 -4.23
O -4.32 -6.83 2.61
O 3.74 1.54 -5.27
O -1.97 -7.11 2.10
O 3.92 6.37 4.29
O 2.14 1.63 0.19
O -0.09 2.22 0.90
O 4.83 -0.60 -4.80
O -2.13 -3.04 1.56
O 0.49 -0.14 0.58
O 4.22 0.87 -2.92
O -1.70 -2.23 0.46
O 0.27 1.39 -1.38
O -3.08 -4.98 1.54
O -1.84 0.58 -5.26
O -2.65 -5.57 3.91
O -1.79 2.92 -5.88
O 3.13 5.44 2.15
O -3.91 1.68 -5.98
O -4.33 -2.69 1.85
O 3.60 3.98 4.07
O -2.11 1.22 -7.62
O 5.48 5.07 2.90
N -3.09 -1.21 3.04
C 2.12 2.94 0.78
C 0.89 2.95 1.65
C -3.22 -2.33 2.14
C 3.46 4.39 5.44
C -0.76 1.26 -4.60
C -2.67 0.06 2.40
C 2.69 -1.51 -4.99
C -2.64 -8.37 2.14
C -1.16 2.72 -4.61
C -4.10 -8.05 1.91
C 3.12 5.86 5.37
C 4.15 -1.86 -4.80
C -3.57 0.53 1.25
H -2.31 -1.46 3.65
H 4.54 -2.50 -5.59
H -0.87 -1.85 0.78
H 2.47 -1.29 -6.03
H -0.63 0.88 -3.60
H -4.76 -8.83 2.28
H -0.30 3.38 -4.49
H -1.62 0.08 2.07
H 2.07 6.02 5.11
H -2.24 -9.04 1.38
H -3.92 -0.27 0.59
H 1.06 2.43 2.59
H -2.74 0.83 3.18
H 4.33 -2.33 -3.83
H -4.31 -7.87 0.85
H 4.41 4.22 5.94
H 0.54 3.96 1.85
H -2.49 -8.81 3.13
H -4.39 1.15 1.62
H 2.05 3.67 -0.03
H 3.35 6.39 6.29
H 3.03 3.12 1.34
H -1.89 2.94 -3.83
H 2.03 -2.30 -4.63
H 2.68 3.81 5.93
H -2.96 1.20 0.62
H 0.15 1.10 -5.18
*
```

The relative energy (zero: lowest compared OMol25 entry of this formula, charge and spin) comes out at 90.1 kcal/mol. As for the LUMO energy: 0.011 eV. The HOMO energy is -9.3 eV. Its SMILES is O=S1(=O)OCCO1.O=S1(=O)OCCO1.O=S1(=O)OCCO1.O=S1(=O)OCCO1.O=S1(=O)OCCO1.CCNC(=O)OO.


6.
Formula: C5H6BrN
Source: OMol25
Level of theory: ωB97M-V with the def2-TZVPD basis set

```
! wB97M-V def2-TZVPD RIJCOSX def2/J DEFGRID3
* xyz 0 1
Br -1.10 0.69 2.21
N 2.51 0.33 -0.20
C -0.60 0.12 -0.61
C 1.59 0.17 0.97
C 2.48 -0.83 0.39
C -2.03 0.16 -1.02
C -0.22 0.31 0.60
H -2.49 -0.88 -1.23
H -2.58 0.51 -0.13
H 0.18 -0.23 -1.24
H 2.45 -1.89 0.41
H 1.72 0.81 1.83
H -1.89 0.74 -1.98
*
```

The relative energy (zero: lowest compared OMol25 entry of this formula, charge and spin) comes out at 72.2 kcal/mol. As for the LUMO energy: 0.567 eV. The HOMO energy is -9.3 eV. Its SMILES is C/C=C(\Br)[C@H]1C=N1.